# 1
# C5H4N2

A molecular structure, C5H4N2 in a non-equilibrium geometry (wB97M-V/def2-TZVPD, the OMol25 dataset).

The HOMO energy is -9.4 eV. Its largest force on an atom is 3.14 eV Å⁻¹. For the LUMO energy, the calculation gives -0.36 eV. The value obtained for the molecular weight is 92.1 g/mol. Its spin multiplicity is 1. The HOMO-LUMO gap is 0.331 hartree. The value obtained for the energy relative to the best compared isomer or geometry (same formula, charge and spin) is 507.0 kJ/mol.

XYZ file:
```
11
Properties=species:S:1:pos:R:3:forces:R:3
C -1.874527 -1.151042 -0.711980 1.0254 0.4456 -0.4235
C -1.085879 -0.541241 0.057189 0.0462 0.2799 0.9494
C -0.019090 0.164662 0.484035 -0.0060 0.1819 0.2090
C 0.434700 1.273834 -0.314547 0.0192 0.4823 0.4795
N 1.717907 1.425195 -0.174605 -0.2142 0.1516 0.1760
N 2.177488 0.485581 0.740944 0.0204 -0.3158 0.0322
C 1.185615 -0.281880 1.101909 0.3013 0.0236 0.0355
H -2.859889 -1.596443 -0.889623 0.8315 0.5657 -0.2527
H -0.197231 1.929327 -0.904985 0.2355 -0.1333 -0.1562
H -0.859218 -0.590876 -1.280548 -2.3589 -1.8325 -0.9825
H 1.299215 -1.123154 1.775091 0.0995 0.1509 -0.0666
```
Forces are in eV/Å.

natural (NBO) population analysis, charges in e, atoms 1 to 2:
1 C -0.40
2 C 0.17

# 2
# C10H18ClIN2OPSm

A molecular structure, C10H18ClIN2OPSm in a non-equilibrium geometry (wB97M-V/def2-TZVPD, the OMol25 dataset).

The HOMO energy (alpha / beta) is -15.2 / -15.2 eV. Its largest force on an atom is 4.99 eV Å⁻¹. As for the net charge: +2. As for the expectation value of S²: 8.77. For the LUMO energy (alpha / beta), the calculation gives -8.01 / -7.52 eV. The value obtained for the molecular weight is 526.0 g/mol. Its spin multiplicity is 6. The HOMO-LUMO gap (alpha / beta) is 0.263 / 0.281 hartree.

XYZ file:
```
35
Properties=species:S:1:pos:R:3:forces:R:3
C 0.035285 -4.603832 -3.391363 -0.3929 -0.2550 -0.1749
I 0.582949 -2.848171 -2.145540 0.0100 -0.4313 -0.3376
H -1.047244 -4.724173 -3.345526 0.2001 0.2530 0.1628
H 0.533765 -5.493473 -3.001878 0.0857 0.4899 0.3057
H 0.355951 -4.417896 -4.418095 0.0774 0.4037 0.3648
Sm -0.480063 -0.051276 -0.081374 -2.3322 -0.4489 -0.6638
P -0.223355 1.861967 -2.206321 -0.5392 0.0064 0.3343
C 1.341706 2.155032 -3.092888 -0.3423 -0.0599 0.2244
C -1.418326 1.169520 -3.424348 0.3335 0.0751 0.3392
H -1.859781 3.336201 -1.188033 0.3721 0.1279 -0.3661
H -1.040316 4.075723 -2.643327 -0.0372 0.0743 0.4888
H -0.187756 3.973773 -1.032195 -0.3243 0.0085 -0.3924
C -0.904521 3.492412 -1.719369 0.2230 -0.3043 -0.0695
H -2.379932 0.984008 -2.914127 0.3444 0.2142 -0.3213
H -1.523007 1.915494 -4.226890 -0.1541 -0.4639 0.0743
H 1.099153 2.827495 -3.936732 0.5705 -0.3414 0.2876
H 1.731370 1.173157 -3.422918 -0.0978 0.6228 -0.0966
H -1.022604 0.209406 -3.797991 -0.1950 0.4505 -0.0916
H 2.049239 2.608649 -2.373026 -0.2351 -0.0486 -0.5992
C 2.098138 0.103634 -0.522425 4.9014 -0.8627 -0.2923
O 3.230931 -0.071606 -0.621154 -4.1116 0.8198 0.2659
Cl -2.933729 0.781816 0.055382 1.3357 -0.3267 -0.0853
N 0.234303 -0.971668 6.113950 0.3654 -0.7307 0.6251
C 0.170379 -0.769511 4.793446 0.1090 -0.0673 0.8381
C 0.726687 -1.722781 3.903055 0.1907 -0.2168 -1.4847
C 0.666009 -1.471282 2.541515 -0.6463 1.3280 1.7478
N 0.086638 -0.309444 2.105930 0.1256 0.0479 -0.7023
C -0.474145 0.618818 2.938145 0.7825 -1.4950 1.1995
C -0.444039 0.407804 4.305351 -0.2569 0.6748 -1.2081
H 0.684941 -1.808224 6.518135 -0.4808 0.8613 -0.5136
H -0.144760 -0.307708 6.781936 0.1090 -0.2008 -0.3397
H 1.209574 -2.636089 4.248455 -0.2001 0.2836 0.1086
H 1.059420 -2.121933 1.765786 0.0745 -0.1579 0.2544
H -0.932970 1.480944 2.461444 -0.0246 0.0201 0.2283
H -0.879878 1.153224 4.972990 0.1598 -0.3508 -0.1107
```
Forces are in eV/Å.

natural (NBO) population analysis, charges in e, atoms 1 to 2:
1 C -0.60
2 I 0.02